Below is a cluster of 3 separate species, C4H14O3 in total, with properties calculated with ωB97M-V with the def2-TZVPD basis set.

Structure (ORCA input):
```
! wB97M-V def2-TZVPD RIJCOSX def2/J DEFGRID3
* xyz 0 1
C 1.44 -0.30 0.96
C 0.02 0.06 0.47
C -0.78 1.16 1.05
C -2.17 1.28 0.33
O -0.04 2.45 0.95
H 1.29 -0.98 1.79
H 2.06 0.48 1.42
H 2.06 -0.75 0.16
H -0.02 0.15 -0.68
H -0.53 -0.85 0.70
H -1.07 1.04 2.10
H -2.94 1.96 0.68
H -1.96 1.54 -0.72
H -2.64 0.31 0.24
H -0.61 3.00 1.52
O 0.89 2.12 -1.83
H 0.87 2.66 -1.01
H 1.82 2.26 -2.09
O 0.36 -6.15 -1.47
H -0.48 -5.86 -0.96
H 1.13 -5.61 -1.23
*
```

Summary:
LUMO   0.62 eV
HOMO level   -0.3808 Ha
Energy relative to the best compared isomer or geometry (same formula, charge and spin)   26.5 kcal/mol
SMILES   CC[C@H](C)O.O.O
Electronic energy   -386.484521 Ha